# 1
{
  "formula": "C9H14O",
  "method": "ωB97M-V/def2-TZVPD",
  "symbols": ["C", "C", "H", "H", "H", "H", "H", "H", "C", "C", "C", "C", "C", "C", "C", "O", "H", "H", "H", "H", "H", "H", "H", "H"],
  "xyz": [[-0.086, -2.617, -1.925], [0.759, -3.819, -2.375], [-1.148, -2.842, -2.019], [0.163, -2.342, -0.901], [0.128, -1.745, -2.542], [0.283, -4.755, -2.089], [1.725, -3.784, -1.870], [0.936, -3.780, -3.446], [-0.651, 2.055, 3.477], [-0.743, 0.411, 0.044], [0.113, 1.219, -0.685], [-0.967, 0.696, 1.389], [-0.367, 1.765, 2.022], [0.725, 2.316, -0.065], [0.483, 2.579, 1.274], [0.302, 0.907, -1.996], [-1.237, -0.407, -0.461], [-1.630, 0.055, 1.957], [1.375, 2.936, -0.672], [1.038, 1.389, -2.382], [0.131, 2.679, 3.904], [-0.691, 1.107, 4.016], [0.970, 3.429, 1.736], [-1.614, 2.549, 3.610]],
  "nbo_charge": [-0.616, -0.606, 0.199, 0.203, 0.214, 0.201, 0.200, 0.202, -0.621, -0.296, 0.374, -0.179, -0.055, -0.311, -0.189, -0.691, 0.225, 0.207, 0.204, 0.479, 0.213, 0.215, 0.210, 0.217],
  "smiles": "Cc1ccc(O)cc1.CC",
  "e_tot_ha": -426.567335,
  "de_lowest_kcal_mol": 3.4
}

=====

# 2
{
  "formula": "C2H5NO2",
  "method": "ωB97M-V/def2-TZVPD",
  "symbols": ["C", "C", "N", "O", "O", "H", "H", "H", "H", "H"],
  "xyz": [[-0.742, -0.722, -1.337], [-1.088, -0.999, -2.545], [-4.304, -1.476, -3.048], [-4.247, -0.290, -3.479], [-5.544, -1.935, -2.808], [-0.401, -1.515, -0.695], [-1.236, 0.288, -3.421], [-0.342, 0.218, -1.009], [10.277, 4.889, -0.967], [-1.386, -1.988, -2.993]],
  "nbo_charge": [-0.485, -0.267, 0.217, -0.555, -0.648, 0.178, 0.150, 0.192, -1.000, 0.219],
  "total_charge": -2,
  "e_tot_ha": -284.143159,
  "de_lowest_kcal_mol": 3.8
}

=====

# 3
{
  "formula": "C6H32N2O8",
  "method": "ωB97M-V/def2-TZVPD",
  "symbols": ["C", "N", "C", "C", "C", "N", "C", "C", "H", "H", "H", "H", "H", "H", "H", "H", "H", "H", "H", "H", "H", "H", "H", "H", "H", "H", "O", "H", "H", "O", "H", "H", "O", "H", "H", "O", "H", "H", "O", "H", "H", "O", "H", "H", "O", "H", "H", "O"],
  "xyz": [[1.747, -0.930, 0.949], [1.824, -2.141, 0.168], [0.612, -3.017, 0.375], [-0.428, -2.990, -0.766], [2.521, 0.244, 0.318], [1.694, 1.302, -0.238], [2.281, 2.635, -0.013], [1.307, 0.941, -1.618], [2.098, -1.135, 1.966], [0.670, -0.605, 0.960], [1.985, -2.129, -0.821], [0.166, -2.705, 1.315], [1.083, -4.004, 0.349], [-0.423, -3.684, -1.622], [-1.407, -3.303, -0.367], [-0.366, -2.124, -1.417], [3.412, 0.057, -0.326], [2.945, 0.633, 1.312], [2.445, 2.689, 1.078], [1.505, 3.322, -0.372], [3.258, 2.804, -0.399], [0.529, 1.549, -2.103], [2.220, 0.914, -2.229], [0.826, -0.013, -1.686], [-2.538, 0.013, -2.518], [-2.759, -1.446, -2.209], [-2.071, -0.772, -2.200], [-1.579, -0.577, 0.359], [-2.369, 0.513, -0.317], [-2.409, -0.092, 0.448], [-1.032, -2.469, 2.514], [-2.412, -1.664, 2.594], [-1.520, -1.680, 2.245], [1.204, -1.145, -2.725], [2.632, -1.760, -2.595], [1.980, -1.410, -3.205], [-0.712, 1.512, 2.407], [0.424, 2.527, 2.929], [0.183, 1.904, 2.243], [-3.750, 2.054, -0.404], [-2.477, 2.528, -1.282], [-3.191, 1.884, -1.164], [-2.412, 0.556, 1.984], [-2.329, 0.290, 3.423], [-2.368, 1.063, 2.846], [-0.369, 3.066, -0.327], [-1.383, 3.316, 0.550], [-1.248, 3.476, -0.408]],
  "nbo_charge": [-0.209, -0.650, -0.224, -0.680, -0.245, -0.450, -0.397, -0.411, 0.188, 0.183, 0.344, 0.175, 0.202, 0.222, 0.218, 0.225, 0.175, 0.205, 0.207, 0.183, 0.171, 0.201, 0.183, 0.169, 0.487, 0.476, -0.957, 0.494, 0.508, -0.983, 0.483, 0.483, -0.961, 0.468, 0.466, -0.929, 0.505, 0.468, -1.002, 0.488, 0.516, -0.998, 0.502, 0.464, -0.982, 0.486, 0.489, -0.954],
  "smiles": "CCNCCN(C)C.O.O.O.O.O.O.O.O",
  "e_tot_ha": -959.120969,
  "de_lowest_kcal_mol": 94.6
}